[1]
{
  "formula": "C2H16NO8",
  "method": "wB97M-V/def2-TZVPD",
  "symbols": ["C", "N", "C", "O", "O", "H", "H", "H", "H", "H", "H", "O", "H", "H", "O", "H", "H", "O", "H", "H", "O", "H", "H", "O", "H", "H", "O"],
  "xyz": [[-0.600183, 1.289269, -2.470763], [-0.131751, 0.123317, -1.781571], [0.790798, 0.233080, -0.629179], [0.538883, -0.776852, -0.004004], [1.545355, 1.196854, -0.468080], [0.201568, 2.218487, -2.411762], [-1.503127, 1.663554, -2.079106], [-0.566797, 0.937698, -3.549133], [-0.645626, -0.731561, -1.787351], [2.716777, 1.140776, 0.766101], [3.819480, 0.138683, 0.774774], [3.526068, 0.906409, 1.219120], [-0.596197, 2.541964, 0.309416], [0.595479, 1.918033, 1.084025], [-0.392286, 2.068896, 1.089238], [-2.807154, -1.344460, 0.024172], [-2.174722, -0.172004, 0.666378], [-2.734674, -0.354739, -0.088166], [1.385910, -1.564154, 1.292495], [1.856230, -2.969764, 1.574944], [1.648436, -2.189720, 1.966237], [-1.027250, -2.565809, -1.606628], [-0.424098, -1.997988, -0.297964], [-1.093960, -2.542620, -0.709934], [-1.227366, 0.910383, 1.973798], [-1.009224, -0.268676, 2.777555], [-1.690570, 0.190943, 2.365385]],
  "atomic_forces_ev_per_a": [[3.6, 0.5, -1.9], [2.9, 2.6, 0.7], [-3.4, 0.1, -4.2], [2.1, -2.3, 4.2], [0.2, 0.3, -0.1], [-1.7, -2.6, 0.0], [-1.5, 0.4, 0.0], [-0.9, 1.3, 0.8], [-0.6, 0.4, 0.2], [-0.6, 0.0, -0.7], [0.4, -1.3, -0.6], [0.7, 1.2, 1.6], [-0.1, 0.6, -1.3], [-1.5, 0.2, -0.5], [1.4, -0.2, 1.9], [0.2, 1.5, -0.6], [0.3, 0.4, 0.6], [-0.9, -1.7, -0.3], [-0.4, 0.6, -0.9], [0.8, -3.4, -1.9], [-0.4, 2.7, 3.1], [0.6, 0.0, -3.6], [0.8, 1.0, -0.1], [-1.9, -2.0, 3.4], [0.6, 1.6, -0.9], [1.8, -1.7, 1.2], [-2.4, -0.1, 0.2]],
  "nbo_charge": [-0.411, -0.726, 0.934, -0.812, -0.797, 0.193, 0.178, 0.181, 0.387, 0.489, 0.456, -0.983, 0.482, 0.512, -0.978, 0.475, 0.488, -0.990, 0.500, 0.447, -0.983, 0.447, 0.506, -0.990, 0.494, 0.467, -0.967],
  "total_charge": -1
}

[2]
{
  "formula": "C20H19FN6O2",
  "method": "wB97M-V/def2-TZVPD",
  "symbols": ["O", "F", "N", "N", "O", "C", "C", "C", "C", "C", "C", "C", "C", "C", "C", "C", "C", "C", "C", "C", "N", "N", "N", "N", "C", "C", "C", "C", "C", "H", "H", "H", "H", "H", "H", "H", "H", "H", "H", "H", "H", "H", "H", "H", "H", "H", "H", "H"],
  "xyz": [[0.088140, 4.268272, 0.576179], [-4.640285, -5.132470, 1.292671], [3.722899, -0.098374, 1.795523], [-2.276381, 0.779441, 0.618007], [7.912503, 0.179432, 0.506704], [0.088520, 3.096508, 0.963975], [2.886349, 0.893059, 1.617168], [4.882783, 1.771788, 1.110469], [3.535722, 2.018590, 1.147497], [-3.121528, 0.114951, -0.165883], [-1.942888, 2.054287, 0.354397], [-3.629785, 0.742912, -1.325018], [-4.372349, -3.501004, -0.438024], [-3.683720, -3.075490, 1.855319], [-3.910564, -2.208250, -0.796448], [-3.318502, -1.741826, 1.506493], [-3.287286, 2.075327, -1.641339], [-4.252921, -3.904652, 0.890059], [-3.443697, -1.298454, 0.160624], [-2.444841, 2.801151, -0.745919], [-2.179674, 4.165815, -1.034258], [-1.093284, 2.463138, 1.326150], [1.305504, 2.495516, 1.259398], [4.938195, 0.443364, 1.492780], [1.397350, 1.078757, 1.697186], [2.565269, 3.116436, 0.825049], [7.430818, 0.136945, 1.838187], [6.729658, -0.288617, -0.127864], [6.107887, -0.384209, 1.272579], [5.732038, 2.426807, 0.769452], [-4.288579, 0.274739, -2.050703], [-4.689849, -4.239260, -1.167401], [-3.641350, -3.458369, 2.886511], [-3.865809, -1.922519, -1.850099], [-2.902263, -1.098422, 2.257838], [-3.667827, 2.586470, -2.517066], [-1.467760, 4.611919, -0.452972], [-2.411256, 4.542854, -1.969691], [-0.961263, 1.768628, 2.011345], [0.963322, 0.371503, 0.983370], [0.976704, 0.859408, 2.690126], [2.594326, 3.298447, -0.259696], [2.811499, 4.064771, 1.302925], [7.963810, -0.632948, 2.446834], [7.348039, 1.112960, 2.340853], [6.196981, 0.429772, -0.748107], [6.802476, -1.233883, -0.666856], [5.913369, -1.424724, 1.562174]],
  "atomic_forces_ev_per_a": [[0.1, -1.0, -0.5], [-0.1, 0.0, -0.4], [0.9, -0.3, 0.0], [-0.7, 0.0, -0.7], [2.2, 0.8, -1.3], [1.8, 2.4, 1.0], [0.2, 0.1, 0.0], [-0.5, -0.3, -0.3], [-0.2, 1.9, 0.0], [-0.1, 0.4, -1.4], [-2.0, -1.6, -1.3], [0.2, 1.1, -0.5], [0.8, 0.4, 0.2], [-0.2, 1.1, -0.1], [-0.2, -0.6, 0.2], [-0.5, -1.8, -0.8], [0.8, -0.8, 2.1], [0.5, 0.9, 0.1], [-0.1, -0.5, 1.2], [-0.4, 0.6, -1.4], [-0.3, -1.0, 0.3], [2.1, 2.1, 0.7], [-2.0, -0.3, 0.0], [0.6, -0.1, -0.1], [0.8, -0.5, -0.4], [0.7, -0.3, -0.3], [-0.7, -0.9, 0.0], [-0.8, 0.0, 1.2], [-1.3, -1.0, 0.7], [-0.9, -1.2, 0.6], [0.0, -0.4, 0.4], [-0.1, 0.3, 0.0], [0.2, 0.4, -0.6], [-0.3, -0.2, 0.3], [0.0, 0.3, 0.1], [-0.1, -0.2, 0.0], [-0.2, -0.1, -0.6], [0.4, -0.6, 1.3], [0.0, -1.1, 0.6], [-0.4, 0.3, 0.0], [0.1, 0.4, -0.2], [-0.4, 0.1, 0.2], [-0.4, 0.0, 0.2], [-0.2, 0.8, -0.3], [0.3, -0.3, -0.2], [0.4, 0.3, -0.2], [0.4, 0.0, 0.0], [-0.4, 0.5, 0.1]],
  "nbo_charge": [-0.649, -0.326, -0.239, -0.455, -0.526, 0.809, 0.122, -0.060, -0.138, 0.159, 0.301, -0.240, -0.285, -0.280, -0.180, -0.164, -0.205, 0.394, -0.076, 0.129, -0.838, -0.629, -0.424, -0.165, -0.247, -0.211, -0.063, -0.063, -0.077, 0.243, 0.215, 0.230, 0.230, 0.218, 0.230, 0.213, 0.434, 0.391, 0.405, 0.222, 0.212, 0.209, 0.220, 0.183, 0.181, 0.175, 0.181, 0.232]
}

[3]
{
  "formula": "C24H41ClF3N2O4",
  "method": "wB97M-V/def2-TZVPD",
  "symbols": ["C", "C", "C", "C", "C", "C", "C", "C", "N", "C", "O", "C", "N", "C", "C", "C", "C", "O", "C", "C", "C", "C", "Cl", "C", "C", "H", "H", "H", "H", "H", "H", "H", "H", "H", "H", "H", "H", "H", "H", "H", "H", "H", "H", "H", "H", "H", "H", "H", "H", "H", "H", "H", "H", "H", "H", "H", "H", "H", "H", "H", "C", "C", "O", "C", "O", "C", "F", "F", "F", "H", "H", "H", "H", "H", "H"],
  "xyz": [[3.210196, 0.854759, -3.851252], [2.149524, 0.809970, -3.060630], [0.923150, 0.798476, -2.025509], [0.482564, 2.346006, -1.904724], [1.692075, 3.413027, -1.933459], [-0.558307, 2.823344, -3.087636], [-2.085120, 2.996718, -2.542072], [-3.119762, 1.891147, -3.122133], [-0.048973, -0.105597, -2.773990], [0.328520, -1.526592, -2.654570], [-0.061650, -2.524967, -3.348289], [1.345426, -1.501538, -1.355007], [2.729489, -2.020763, -1.522209], [2.787396, -3.371509, -2.155472], [4.368257, -3.795543, -2.290286], [4.971292, -4.452600, -0.945931], [1.061237, -0.087682, -0.633634], [-0.332635, -0.138554, -0.272897], [-0.630822, -0.569056, 1.065911], [-1.108914, -2.141343, 1.190170], [-2.532936, -2.183375, 1.988624], [2.168039, 0.631781, 0.274077], [1.501015, 2.029201, 1.332108], [3.161105, -0.301479, 1.121401], [2.567285, -1.619823, 1.793488], [4.179868, 0.594903, -4.431276], [-0.120933, 2.478195, -0.918431], [1.231184, 4.433635, -1.598134], [2.038832, 3.593553, -3.027722], [2.551340, 3.204935, -1.202423], [-0.235554, 3.889843, -3.434801], [-0.535857, 2.127343, -4.005205], [-2.165837, 2.965162, -1.390040], [-2.495744, 4.045052, -2.852352], [-4.104275, 2.333308, -3.518107], [-3.411524, 1.148422, -2.273504], [-2.596413, 1.263126, -3.947766], [-1.043762, 0.154048, -2.732586], [0.861404, -2.360393, -0.724679], [3.385278, -1.343174, -1.936028], [2.349254, -3.436156, -3.215488], [2.337366, -4.117929, -1.401226], [5.002922, -2.924746, -2.693802], [4.391251, -4.631916, -3.101738], [4.326071, -5.344503, -0.573920], [6.003624, -4.919527, -1.230435], [5.187017, -3.703391, -0.099356], [0.153188, -0.351077, 1.874240], [-1.580253, 0.027078, 1.400527], [-1.210990, -2.550728, 0.103644], [-0.350083, -2.730153, 1.825683], [-2.331756, -1.914705, 3.095802], [-3.232295, -1.362969, 1.577531], [-2.982322, -3.233923, 1.844086], [2.870057, 1.205321, -0.465097], [4.056455, -0.625576, 0.445162], [3.634232, 0.354655, 1.958548], [2.245742, -1.345086, 2.883413], [1.646245, -2.090300, 1.303095], [3.361049, -2.464197, 1.929184], [-2.933655, 2.536201, 2.883256], [-2.683047, 2.516159, 4.380744], [-3.866965, 2.423088, 5.156654], [-4.509583, 1.123032, 5.312520], [-3.646927, 0.211830, 5.719590], [-5.341052, 0.679961, 4.049855], [-5.951430, 1.749501, 3.463992], [-6.348802, -0.166507, 4.390167], [-4.631457, 0.064806, 3.078359], [-3.804453, 3.147961, 2.635369], [-2.059403, 2.932297, 2.356664], [-3.105535, 1.531018, 2.498298], [-2.240163, 3.482264, 4.649621], [-1.941590, 1.759868, 4.655517], [-5.318170, 1.386379, 6.016518]],
  "atomic_forces_ev_per_a": [[-5.0, -1.2, 4.3], [6.0, -0.1, -3.0], [-0.1, -0.2, -2.0], [-1.2, 0.7, 0.0], [-0.7, 0.8, 0.1], [-0.3, 0.7, 0.5], [-0.8, 0.2, -0.4], [0.3, -0.8, 0.5], [0.2, -1.2, -0.3], [-0.6, 0.1, -0.7], [1.5, 4.6, 3.2], [-0.5, -2.8, 0.8], [-0.7, 0.3, -0.4], [2.1, -0.2, 0.1], [-0.9, -1.0, 0.0], [0.9, -0.3, -0.6], [0.2, 0.7, -2.8], [1.8, 0.3, 1.5], [-2.0, -0.8, 2.1], [-0.4, 0.9, 0.0], [0.9, 0.3, -0.5], [1.5, -0.3, -0.4], [0.3, -1.3, -0.8], [0.9, -0.3, 0.2], [-0.2, -0.2, 1.6], [-2.5, 0.8, 1.2], [1.3, -0.4, -1.6], [0.7, -1.8, -0.5], [-0.3, -0.6, 2.0], [-1.2, 0.1, -1.3], [-0.4, -2.0, 0.6], [0.0, 1.1, 1.5], [0.4, 0.1, -1.8], [0.9, -1.8, 0.5], [1.6, -0.6, 0.5], [0.5, 1.2, -1.5], [-1.1, 1.1, 1.2], [0.8, -0.4, -0.2], [0.6, 1.7, -0.8], [-0.7, -0.5, -0.1], [0.2, 0.1, 1.7], [0.3, 1.1, -1.5], [-0.9, -1.2, 0.8], [0.1, 1.5, 1.3], [0.9, 1.7, -0.6], [-1.7, 0.8, 0.6], [-0.7, -1.1, -1.3], [-0.8, -0.1, -1.6], [1.8, -0.8, -0.8], [0.2, 0.5, 2.0], [-1.0, 0.7, -1.3], [-0.6, -0.6, -1.7], [1.0, -1.5, 0.6], [0.5, 1.7, 0.5], [-1.5, -1.1, 1.3], [-1.8, 0.7, 0.9], [-0.9, -1.1, -1.5], [0.4, -0.5, -1.9], [1.5, 0.9, 0.4], [-1.3, 1.7, -0.5], [0.1, -0.3, -0.3], [-0.2, 0.3, 0.3], [-0.3, 0.7, -0.9], [1.7, -1.4, 0.9], [-1.0, 0.1, -0.7], [0.3, 0.6, 0.2], [-0.1, -0.2, -0.2], [0.4, 0.1, 0.0], [-0.3, -0.1, 0.1], [0.1, 0.0, 0.1], [0.0, 0.1, 0.0], [-0.1, 0.1, 0.0], [-0.1, 0.0, 0.1], [-0.2, -0.3, 0.0], [-0.2, 0.2, 0.2]],
  "mulliken_charge": [-0.704, -1.136, 0.768, 0.353, -1.420, -0.832, -0.180, -0.907, -0.150, -0.043, -0.682, -1.449, 0.314, -0.407, -0.411, -0.918, 1.004, -0.254, 0.805, -0.234, -1.054, 0.410, -0.132, -0.435, -0.471, 0.407, 0.218, 0.388, 0.343, 0.225, 0.403, 0.364, 0.113, 0.383, 0.278, 0.177, 0.263, 0.217, 0.243, 0.436, 0.249, 0.168, 0.272, 0.303, 0.253, 0.330, 0.179, 0.096, -0.690, 0.188, 0.195, 0.304, 0.220, 0.377, 0.229, 0.231, 0.454, 0.271, -0.191, 0.275, -0.479, -0.390, -0.358, 0.021, -0.885, 0.661, -0.306, -0.314, -0.176, 0.297, 0.332, -0.157, 0.322, 0.246, 0.185],
  "total_charge": -1
}

[4]
{
  "formula": "C3H9BrN2",
  "method": "wB97M-V/def2-TZVPD",
  "symbols": ["C", "C", "C", "N", "N", "Br", "H", "H", "H", "H", "H", "H", "H", "H", "H"],
  "xyz": [[-1.024681, -1.744877, 0.062201], [0.080106, -1.148229, 0.940014], [0.520607, 0.000302, 0.021676], [1.163029, 2.232477, -0.457063], [0.709132, 1.242504, 0.396765], [-1.113821, 1.652754, -2.369322], [-1.476856, -2.554280, 0.659706], [-0.596433, -2.168639, -0.799985], [-1.802064, -0.905332, -0.293795], [0.793469, -1.902708, 1.089415], [-0.253965, -0.982310, 1.976479], [0.530598, -0.246390, -1.082428], [0.936018, 3.229703, -0.181210], [0.755852, 1.855644, -1.311200], [0.779008, 1.439380, 1.348746]],
  "atomic_forces_ev_per_a": [[-2.5, 1.4, 1.1], [-1.1, 1.5, -1.0], [0.1, 0.7, 0.6], [0.6, 0.1, 1.2], [0.7, -1.7, -1.4], [-0.2, -0.3, -0.1], [-0.3, 0.4, -0.5], [0.4, -0.5, -1.2], [1.6, -2.1, 0.9], [1.6, -0.8, -0.3], [-0.1, 1.0, -0.5], [0.2, 0.7, 1.3], [-0.3, -2.1, -0.5], [-0.4, 1.4, -1.5], [-0.2, 0.3, 1.9]],
  "nbo_charge": [-0.604, -0.479, 0.189, -0.641, -0.245, -0.856, 0.220, 0.212, 0.254, 0.234, 0.229, 0.270, 0.401, 0.410, 0.405]
}

Number 1: HOMO-LUMO gap 8.61 eV, E_tot -742.54698 hartree. Number 2: HOMO-LUMO gap 8.08 eV, E_tot -1352.35766 hartree. Number 3: HOMO-LUMO gap 5.79 eV, E_tot -2109.06198 hartree. Number 4: HOMO-LUMO gap 7.47 eV, E_tot -2803.14278 hartree.